Record 1
Here is a cluster of 2 separate species, C2H6O3 in total in a non-equilibrium geometry from the OMol25 dataset. Energies are from ωB97M-V with the def2-TZVPD basis set.

Structure (XYZ):
```
11
Properties=species:S:1:pos:R:3:forces:R:3:nbo_charge:R:1
O 1.9140 0.1555 0.9986 -0.10 0.00 0.69 -0.55
C 2.1872 -0.7347 1.7433 -0.11 -1.19 -0.28 0.64
O 2.9762 -1.8305 1.2602 -1.38 0.91 0.80 -0.73
H 1.7347 -0.7917 2.8880 1.73 -0.39 -2.80 0.15
H 2.9661 -1.8610 0.2602 -0.13 0.68 1.58 0.50
C -1.8665 0.9871 -1.4684 3.18 -3.29 -2.13 -0.25
O -1.9599 0.2701 -0.2763 -2.80 2.08 3.68 -0.71
H -1.0242 0.4044 -2.0678 -1.23 1.03 1.25 0.16
H -2.6545 0.7422 -2.0919 -2.21 0.11 -1.18 0.16
H -1.5406 1.9807 -1.6246 0.01 1.49 1.16 0.17
H -2.7324 0.6781 0.3787 3.04 -1.44 -2.77 0.46
```
Forces are in eV/Å.

SMILES ... O=CO.CO
ΔE to the lowest compared entry with this formula, charge and spin ... 63.2 kcal/mol
Charge ... 0
Multiplicity ... 1
M ... 78.1 g mol⁻¹
E ... -8311.767 eV

Record 2
Here is a structure of composition C5H9LiO4Zn in a non-equilibrium geometry from the OMol25 dataset. Energies are from ωB97M-V with the def2-TZVPD basis set.

Structure (XYZ):
```
20
Properties=species:S:1:pos:R:3:forces:R:3:nbo_charge:R:1
O 0.5273 -2.5703 1.1675 0.42 0.61 -0.51 -0.90
C 1.6459 -2.0527 0.7373 -0.42 -0.45 0.23 0.17
C 1.7866 -0.9131 -0.0147 -0.21 -0.57 0.91 -0.59
O 0.5081 -0.3679 -0.3650 -0.16 0.20 -0.18 -0.63
C 0.2552 0.9552 0.0388 0.19 0.24 0.27 -0.08
C -1.2218 1.2099 -0.1499 0.04 0.39 -0.37 -0.09
O -1.9319 0.2116 0.5670 0.10 -0.33 0.22 -0.59
C -3.3356 0.3629 0.5141 -0.37 0.09 -0.06 -0.25
Li -0.8446 -1.4700 0.5614 0.52 -0.16 0.08 0.91
H 2.5781 -2.6177 0.9469 -0.26 0.25 0.08 0.13
H 0.8379 1.6803 -0.5559 -0.13 -0.15 0.12 0.18
H 0.5258 1.0852 1.1012 -0.03 -0.02 -0.23 0.19
H -1.4934 1.1562 -1.2179 0.06 0.00 0.22 0.18
H -1.4845 2.2111 0.2288 0.03 -0.23 -0.06 0.18
H -3.7785 -0.4066 1.1567 0.11 0.22 -0.16 0.20
H -3.6299 1.3587 0.8804 0.05 -0.26 -0.07 0.18
H -3.7028 0.2349 -0.5168 0.06 0.06 0.24 0.18
Zn 3.4605 -0.2827 -0.5882 -0.87 -0.25 -0.84 1.46
O 4.6924 0.1555 -1.7689 1.08 0.49 -0.32 -1.32
H 4.6052 0.0594 -2.7230 -0.19 -0.11 0.43 0.48
```
Forces are in eV/Å.

Charge ... 0
Multiplicity ... 1
M ... 205.5 g mol⁻¹
E ... -62143.279 eV

Record 3
Here is a structure of composition C31H31BaCl3GeN3O10P2 in a non-equilibrium geometry from the OMol25 dataset. Energies are from ωB97M-V with the def2-TZVPD basis set.

Structure (XYZ):
```
82
Properties=species:S:1:pos:R:3:forces:R:3:lowdin_charge:R:1
Ba 0.7167 -0.0078 0.1673 0.28 1.50 -1.27 2.03
C -4.3858 0.4083 -0.0506 -0.06 0.00 0.01 0.00
C -3.1848 1.3027 -0.2173 0.11 0.09 0.21 -0.55
O -2.4516 1.2415 -1.1843 0.04 -0.06 0.03 0.05
N -2.9932 2.2041 0.8091 0.14 -0.12 -0.32 0.07
C -1.6756 2.8108 1.0283 -0.16 -0.02 -0.09 -0.12
C -1.0484 3.3982 -0.2198 -0.12 0.09 0.01 -0.29
C -1.5425 4.5704 -0.7753 0.00 -0.03 -0.02 -0.03
C -0.9120 5.0953 -1.8933 -0.03 -0.03 0.04 -0.07
C 0.1998 4.4475 -2.4024 0.01 -0.05 0.02 -0.05
C 0.6355 3.2851 -1.7779 0.03 0.11 -0.09 -0.10
N 0.0137 2.7715 -0.7204 0.12 -0.13 0.31 0.04
H -4.1891 -0.2809 0.7719 0.00 -0.02 0.00 0.08
H -4.5303 -0.1614 -0.9639 0.00 0.01 0.00 0.08
H -5.2834 0.9859 0.1750 0.00 -0.01 0.02 0.08
H -3.4823 1.9629 1.6570 0.02 0.06 0.02 0.13
H -0.9967 2.0829 1.4766 0.07 0.00 -0.03 0.07
H -1.8129 3.6163 1.7519 0.00 -0.03 0.03 0.13
H -2.4088 5.0518 -0.3391 0.00 0.00 0.00 0.11
H -1.2782 6.0062 -2.3515 0.00 0.00 0.01 0.10
H 0.7360 4.8312 -3.2594 0.00 -0.01 0.00 0.10
H 1.5223 2.7551 -2.1101 -0.02 0.03 0.01 0.09
O -2.0190 -2.4706 2.8843 0.10 -0.21 -0.08 -0.10
P -0.9928 -1.3629 2.4547 -0.25 -0.32 -0.07 0.26
O -0.6152 -0.6303 3.7542 0.13 -0.21 0.12 -0.25
O -1.4869 -0.4914 1.3495 -0.36 -0.26 0.58 -0.44
O 0.3376 -2.1630 1.9504 -0.57 0.04 -0.11 -0.36
P 0.2138 -3.2210 0.6245 -0.25 0.04 0.34 0.19
O 1.5179 -4.1056 0.8254 0.10 0.01 0.07 -0.10
O -1.0388 -3.9861 0.8646 0.03 0.01 -0.06 -0.29
O 0.4498 -2.3677 -0.5776 -0.09 -0.82 0.03 -0.51
H -1.9632 -3.1898 2.1987 0.04 0.02 0.07 0.06
H 1.3632 -4.8683 1.3916 -0.04 -0.02 0.04 0.09
O 3.9058 2.5837 -1.5131 -0.03 -0.09 -0.06 0.00
C 3.6685 1.4794 -1.0235 0.54 0.06 0.16 -0.70
O 2.5898 0.8180 -1.1169 0.06 0.03 -0.47 -0.38
C 4.7385 0.8233 -0.1328 0.10 0.10 0.02 -0.17
C 4.6405 -0.6896 0.0660 -0.31 -0.22 -0.07 -0.26
Ge 4.9305 -1.8078 -1.5303 -0.05 0.04 0.14 1.03
C 4.4344 -3.6505 -1.0739 0.05 0.06 -0.02 -0.26
C 3.6114 -4.4320 -1.8786 -0.03 0.03 -0.07 -0.10
C 3.3061 -5.7403 -1.5315 -0.02 -0.06 -0.02 -0.09
C 3.8268 -6.2916 -0.3715 0.00 -0.04 0.01 -0.11
C 4.6557 -5.5290 0.4401 0.00 0.00 0.02 -0.10
C 4.9534 -4.2211 0.0877 0.00 0.01 0.05 -0.11
C 4.0035 -1.2681 -3.1577 -0.02 0.01 0.06 -0.26
C 4.6946 -0.6805 -4.2131 0.04 -0.01 0.02 -0.10
C 4.0279 -0.2709 -5.3615 0.03 0.01 -0.01 -0.09
C 2.6586 -0.4502 -5.4662 -0.03 0.01 -0.02 -0.10
C 1.9563 -1.0342 -4.4198 -0.05 0.00 0.00 -0.08
C 2.6226 -1.4358 -3.2735 0.00 0.06 -0.01 -0.12
C 6.8475 -1.8600 -1.9323 0.01 -0.02 -0.02 -0.27
C 7.7697 -1.0506 -1.2755 -0.01 0.03 0.04 -0.10
C 9.1250 -1.1208 -1.5730 0.03 0.02 0.02 -0.10
C 9.5782 -2.0080 -2.5364 0.04 0.00 -0.01 -0.11
C 8.6728 -2.8263 -3.1989 0.01 -0.02 -0.02 -0.10
C 7.3220 -2.7507 -2.8960 0.00 0.00 -0.02 -0.11
H 4.6420 1.3236 0.8379 0.05 0.00 -0.01 0.12
H 5.7145 1.1107 -0.5300 -0.01 0.00 0.02 0.09
H 3.6617 -1.0069 0.4753 0.40 0.27 -0.12 0.05
H 5.3872 -1.0136 0.7999 -0.05 -0.02 0.00 0.07
H 3.1942 -4.0150 -2.7881 0.00 -0.01 0.01 0.09
H 2.6549 -6.3281 -2.1673 0.00 0.00 0.01 0.10
H 3.5888 -7.3135 -0.0998 0.00 0.01 0.00 0.10
H 5.0698 -5.9533 1.3473 0.00 0.00 0.00 0.10
H 5.6012 -3.6375 0.7343 0.01 0.00 0.00 0.10
H 5.7663 -0.5297 -4.1402 -0.01 0.00 0.00 0.10
H 4.5793 0.1966 -6.1684 0.00 0.00 0.01 0.10
H 2.1348 -0.1259 -6.3574 0.00 0.00 0.00 0.10
H 0.8829 -1.1630 -4.4888 0.00 0.00 0.00 0.10
H 2.0518 -1.8635 -2.4565 -0.01 -0.06 0.01 0.08
H 7.4310 -0.3514 -0.5191 0.01 -0.01 -0.01 0.09
H 9.8260 -0.4800 -1.0520 0.00 0.00 0.00 0.10
H 10.6343 -2.0640 -2.7707 0.00 0.00 0.00 0.09
H 9.0210 -3.5243 -3.9508 0.00 0.00 0.00 0.10
H 6.6240 -3.3984 -3.4171 0.00 0.00 0.00 0.10
Cl -0.9875 1.7275 5.5240 -0.06 -0.01 -0.03 0.57
C 0.5691 0.9696 5.0941 0.00 -0.03 0.02 -1.54
Cl 1.8408 2.1769 5.2675 0.06 0.03 -0.01 0.59
Cl 0.8886 -0.3700 6.2155 0.04 -0.02 0.07 0.59
C 0.5393 0.4777 3.6523 -0.21 0.11 0.33 -0.66
N 1.1258 0.7767 2.6619 0.15 0.06 0.16 -0.05
```
Forces are in eV/Å.

ΔE to the lowest compared entry with this formula, charge and spin ... 16.4 kcal/mol
Charge ... -1
Multiplicity ... 1
M ... 983.8 g mol⁻¹
E ... -170964.251 eV

Record 4
Here is the molecule C21H24ClFIN3O5P2S2 in a non-equilibrium geometry from the OMol25 dataset. Energies are from ωB97M-V with the def2-TZVPD basis set.

Structure (XYZ):
```
60
Properties=species:S:1:pos:R:3:forces:R:3:nbo_charge:R:1
C 1.3972 -6.3199 -1.5560 0.80 0.26 -0.38 -0.66
C 0.8057 -4.9708 -2.3481 0.94 -0.90 -0.07 0.16
F -0.2813 -5.4018 -3.2592 2.01 1.18 2.11 -0.38
C 0.4001 -3.7796 -1.2971 -0.71 3.30 2.52 0.01
C -1.0668 -3.5573 -0.5907 1.78 2.56 0.67 -0.16
S -2.5031 -4.7401 -0.9526 0.62 1.46 -0.28 -0.01
C -1.4097 -2.3378 0.5014 3.50 0.30 -0.74 0.09
C -2.8614 -2.1333 1.2380 -0.66 -0.76 0.74 -0.30
N -3.6485 -0.9145 0.7119 -0.96 -1.24 0.98 -0.84
C -0.2034 -1.2593 0.9245 0.89 -2.45 -2.31 -0.10
C 1.3051 -1.4537 0.2286 -2.98 -1.67 -0.17 -0.07
C 1.5887 -2.6916 -0.8486 -2.72 1.23 2.79 -0.36
P 3.4020 -2.8375 -1.5462 0.42 -0.71 -1.14 1.17
N 4.5067 -3.3940 -0.2123 -1.74 1.81 -0.51 -1.11
O 3.9114 -1.2552 -2.1380 -1.60 -1.30 -0.30 -0.99
C 2.4557 -0.3595 0.7015 3.83 -0.34 0.88 0.52
O 3.7453 -0.6334 0.9126 -7.73 1.44 -1.46 -0.54
C 1.9077 1.1822 0.9733 -1.58 3.11 0.50 -0.06
C 2.7832 2.5135 0.5885 -4.61 -0.45 1.88 -0.34
P 4.4986 2.4749 -0.2493 2.02 3.13 2.44 1.21
N 5.3787 3.6763 0.4634 -0.23 -2.09 -0.63 -1.31
C 2.1553 3.9940 0.9509 -1.68 -2.11 0.72 -0.17
C 0.7002 4.2261 1.6737 2.34 -4.99 -1.36 -0.22
I 0.1074 6.3030 2.0796 0.45 -2.00 -0.36 0.22
C -0.2168 2.8866 2.0485 2.99 -0.26 -0.62 0.04
C -1.6875 3.0909 2.7512 -0.13 0.79 -0.63 -0.47
C -2.8447 2.9683 1.5537 0.08 0.23 0.33 -0.41
C -2.2672 3.4165 0.0645 -0.21 -0.42 -0.05 -0.44
C -3.4959 3.7836 -1.0031 0.91 1.79 0.94 -0.62
S -3.8333 2.4342 -2.2576 -3.83 -6.39 0.60 1.86
O -3.0010 1.1423 -2.0754 -1.99 5.25 -0.51 -0.83
O -5.3716 2.1069 -2.2495 5.61 2.05 0.02 -0.86
Cl -3.4484 3.1566 -4.2176 0.05 -0.03 1.37 -0.20
C 0.4093 1.3891 1.6858 1.81 1.58 -1.06 -0.10
C -0.4039 -0.0368 2.0020 -1.98 1.01 3.90 0.52
O -1.1192 -0.0773 3.1288 3.82 -0.23 -6.84 -0.54
H 0.6065 -7.1780 -1.4659 1.35 1.93 0.01 0.25
H 1.8670 -5.9960 -0.5163 -1.27 -0.74 -2.13 0.23
H 2.3118 -6.7531 -2.1863 -2.10 1.01 1.24 0.23
H 1.7065 -4.6284 -3.0527 -2.29 -0.29 1.67 0.23
H -3.4955 -3.9912 -1.6634 1.70 -0.41 0.90 0.17
H -3.6049 -3.0467 1.1139 2.28 1.42 0.08 0.23
H -2.6865 -2.0386 2.4149 -0.03 -0.04 -2.77 0.25
H -4.4638 -1.3213 0.1620 1.51 0.89 0.72 0.36
H -4.1295 -0.4569 1.5392 0.94 -0.79 -1.21 0.36
H 5.4001 -2.8523 -0.2534 -1.09 -0.51 0.24 0.40
H 4.0254 -3.2596 0.7063 0.95 0.22 -0.89 0.40
H 3.5476 -1.2389 -3.0918 0.89 -0.15 2.17 0.50
H 4.3696 2.8684 -1.6362 -0.55 -1.00 0.70 -0.02
H 5.2561 1.2671 -0.0444 -1.36 0.12 -0.70 0.04
H 6.2506 3.2696 0.8931 -1.35 0.53 -0.54 0.37
H 2.8064 4.9550 0.6846 -1.50 -2.42 0.68 0.28
H -1.8340 4.1895 3.1945 0.96 -2.34 -1.07 0.24
H -1.9045 2.3621 3.6524 0.70 1.22 -2.20 0.27
H -3.1975 1.8387 1.5881 0.49 2.50 -0.55 0.24
H -3.7182 3.7274 1.8379 1.73 -1.90 -0.53 0.21
H -1.6045 4.3993 0.1110 -1.40 -2.20 0.10 0.24
H -1.6229 2.5170 -0.3362 -1.26 1.97 0.56 0.27
H -4.5077 4.0189 -0.4169 2.08 -0.87 -1.66 0.29
H -3.1723 4.7561 -1.6152 -0.86 -2.30 1.18 0.27
```
Forces are in eV/Å.

SMILES ... C[C@@H](F)c1c(S)c(CN)c2c(c1P(N)O)C(=O)c1c([PH2]=N)cc(I)c(CCCCS(=O)(=O)Cl)c1C2=O
Charge ... 0
Multiplicity ... 1
M ... 705.9 g mol⁻¹
E ... -100437.916 eV